## A
{
  "formula": "C2H4N2OS",
  "method": "wB97M-V/def2-TZVPD",
  "mol_weight_g_mol": 104.13,
  "lumo_energy_ev": -1.066,
  "gap_ev": 8.32,
  "elements": ["C", "C", "H", "H", "H", "H", "N", "N", "O", "S"],
  "xyz": [[-1.16, 0.26, 1.10], [1.12, -0.44, -1.59], [-0.83, 1.90, 0.30], [-1.59, -0.30, 2.08], [0.42, -1.09, 1.01], [0.99, -2.02, -1.67], [-1.41, 1.44, 0.99], [-0.33, -0.68, 0.43], [0.52, 0.25, -0.40], [2.28, 0.67, -2.26]],
  "mulliken_charge": [0.106, -0.060, 0.300, 0.230, 0.312, 0.316, -0.512, -0.302, -0.204, -0.186]
}

## B
{
  "formula": "C2H4N2OS",
  "method": "wB97M-V/def2-TZVPD",
  "mol_weight_g_mol": 104.13,
  "smiles": "N/N=C\\C(O)=S",
  "lumo_energy_ev": -0.686,
  "gap_ev": 8.38,
  "elements": ["N", "N", "C", "C", "O", "S", "H", "H", "H", "H"],
  "xyz": [[-1.78, -0.82, 0.14], [-1.36, 0.50, -0.08], [-0.10, 0.96, -0.35], [1.03, 0.21, -0.07], [2.06, 0.95, 0.27], [1.33, -1.45, -0.12], [-1.05, -1.64, 0.28], [-2.78, -0.97, 0.31], [-0.14, 2.04, -0.33], [2.79, 0.21, -0.06]],
  "mulliken_charge": [-0.228, -0.254, -0.222, 0.444, -0.403, -0.458, 0.200, 0.231, 0.332, 0.358]
}

## C
{
  "formula": "C2H4N2OS",
  "method": "wB97M-V/def2-TZVPD",
  "mol_weight_g_mol": 104.13,
  "smiles": "[H]/N=C/NOC=S",
  "lumo_energy_ev": -0.312,
  "gap_ev": 8.99,
  "elements": ["H", "N", "C", "N", "O", "C", "S", "H", "H", "H"],
  "xyz": [[2.12, 0.43, -1.38], [1.47, 0.55, -0.64], [1.03, -0.55, -0.17], [0.19, -0.71, 0.92], [-0.32, 0.62, 1.12], [-1.25, 0.91, 0.18], [-2.39, -0.25, -0.30], [1.11, -1.59, -0.37], [-0.45, -1.41, 0.70], [-1.51, 2.00, -0.07]],
  "mulliken_charge": [0.236, -0.548, 0.146, -0.317, -0.196, 0.038, -0.289, 0.334, 0.291, 0.305]
}

## D
{
  "formula": "C2H4N2OS",
  "method": "wB97M-V/def2-TZVPD",
  "mol_weight_g_mol": 104.13,
  "smiles": "[H]/N=C(\\N)C(O)=S",
  "lumo_energy_ev": -0.189,
  "gap_ev": 8.88,
  "elements": ["H", "N", "C", "N", "C", "O", "S", "H", "H", "H"],
  "xyz": [[-2.87, 0.21, 0.01], [-1.98, 0.62, 0.00], [-1.01, -0.22, 0.00], [-1.03, -1.57, 0.00], [0.37, 0.43, 0.00], [0.28, 1.73, 0.00], [1.77, -0.40, 0.00], [-0.16, -2.07, 0.00], [-1.92, -2.10, 0.00], [-0.71, 1.94, 0.00]],
  "mulliken_charge": [0.210, -0.716, 0.759, -0.348, 0.158, -0.521, -0.359, 0.153, 0.219, 0.447]
}

Most favorable first, least favorable last: D, B, C, A